Version 1
One molecule with the formula CH7N2OPSi, computed with the ωB97M-V functional and the def2-TZVPD basis.

Summary:
2S+1 ... 1
LUMO ... 0.6 eV
Kohn-Sham gap ... 9.996 eV
HOMO level ... -9.429 eV

Atoms and positions in Å:
N1 0.45 1.14 0.07
H1 1.06 1.90 0.42
H2 2.97 -0.73 0.06
P1 -1.32 1.30 0.00
H3 -2.03 -1.57 -1.23
C1 1.16 0.02 0.08
H4 3.16 0.81 0.18
Si1 -2.06 -0.83 0.09
H5 -3.45 -0.77 0.11
H6 -1.32 1.36 -1.36
O1 0.65 -1.11 0.17
H7 -1.74 -1.63 1.42
N2 2.49 0.12 -0.01


Version 2
One molecule with the formula CH7N2OPSi, computed with the ωB97M-V functional and the def2-TZVPD basis.

Summary:
2S+1 ... 1
LUMO ... 0.2 eV
Kohn-Sham gap ... 6.042 eV
HOMO level ... -5.829 eV

Atoms and positions in Å:
H1 -1.84 -1.20 0.06
P1 -3.21 0.60 -0.16
H2 2.39 2.57 -0.52
H3 2.15 1.22 1.47
H4 -3.96 -0.61 -0.34
C1 -0.36 -0.15 -0.13
Si1 2.09 1.25 0.03
O1 0.49 0.87 0.05
H5 1.14 -1.22 0.32
N1 -1.70 -0.23 0.09
H6 2.83 0.37 -0.90
N2 0.29 -1.34 -0.13
H7 -0.29 -2.13 0.17


The structure with the greatest stability is version 1.